Record 1
Molecular formula: C4H7NO
Method: DFT, the ωB97M-V functional and the def2-TZVPD basis

The geometry in XYZ format:
```
13
Properties=species:S:1:pos:R:3:nbo_charge:R:1
C -0.97095 0.13329 1.00384 0.107
C 1.28973 0.41071 0.44713 -0.085
H -1.71210 0.92340 1.18218 0.169
H 0.76405 0.56273 -1.71289 0.193
C -0.04390 -1.39274 -0.80817 -0.419
N -0.84805 -0.11425 -0.43841 -0.432
H 2.01971 -0.33766 0.77042 0.197
H 1.78229 1.38204 0.31848 0.177
H -1.26655 -0.80469 1.48514 0.192
C 0.57782 -0.04219 -0.81997 -0.133
H -0.37167 -1.64063 -1.82874 0.145
H -1.50563 0.36119 -1.04992 0.408
O 0.28525 0.55879 1.45091 -0.520
```

**LUMO**: 0.70 eV
**Highest occupied orbital energy**: -7.64 eV
**ΔE to the lowest compared entry with this formula, charge and spin**: 4.501 eV
**Total charge**: 0
**HOMO-LUMO gap**: 8.34 eV

Record 2
Molecular formula: C45H113N7O3S
Method: DFT, the ωB97M-V functional and the def2-TZVPD basis

The geometry in XYZ format:
```
169
Properties=species:S:1:pos:R:3:lowdin_charge:R:1
H 0.19688 -9.95116 -7.68723 0.072
N 2.87761 -14.37280 -15.18373 -0.155
H -2.54756 -15.70936 -11.41147 0.097
C 6.00846 -11.48373 -10.98630 -0.059
N 4.48098 -9.56160 -9.40890 -0.206
H 6.36861 -12.34375 -9.01860 0.028
C 2.29878 -11.74016 -2.90553 -0.109
C -0.65106 -17.62710 -13.25074 -0.316
C 2.33459 -13.48341 -11.94057 -0.163
H 0.65374 -12.84750 -8.70991 0.078
H 5.16951 -8.75092 -12.64943 0.079
H 0.41399 -9.47221 -5.41268 0.104
N 0.55664 -11.39359 -4.61039 -0.150
H 5.04173 -14.45027 -17.25774 0.056
C 6.92245 -14.30464 -10.63871 -0.267
O 0.67442 -19.18569 -10.43916 -0.292
C 4.64755 -16.81641 -10.01838 -0.149
H 0.16237 -16.18262 -13.77970 -0.037
H 1.97580 -11.84039 -10.69413 0.124
H 0.73045 -13.53272 -4.11492 0.098
H 2.49625 -14.56127 -11.95324 0.106
C -0.03387 -10.44128 -5.63272 -0.162
C 7.79233 -15.37023 -11.38917 -0.062
H -0.52710 -15.91045 -12.21044 0.020
H 4.15921 -15.64686 -18.16746 0.068
H -0.19265 -14.18148 -12.41324 0.095
C 3.14048 -16.64596 -9.58093 -0.090
H 4.89370 -19.26597 -7.01906 0.071
H -4.05217 -12.05365 -8.68044 0.078
C -0.93276 -14.96572 -12.57238 -0.089
C -3.03201 -12.34597 -8.92929 -0.093
C 6.04380 -10.93440 -8.20388 -0.152
H -1.66862 -17.70790 -12.86843 0.131
H 6.58736 -15.24976 -8.79848 -0.015
H 1.69059 -11.38035 -2.07562 0.086
N 2.46553 -13.45816 -9.52703 -0.130
H -0.74216 -16.83570 -13.99470 0.073
H 6.06623 -11.46630 -7.25273 0.110
H 1.70074 -13.35327 -12.81771 0.063
C 4.99796 -19.02254 -9.11520 -0.229
H 1.98038 -16.72189 -10.12008 -0.128
H 2.70678 -11.42247 -4.96735 0.100
H 2.58356 -17.30803 -10.24394 0.089
H 3.33377 -13.15135 -12.22248 0.058
H 1.21544 -9.91233 -8.41929 0.047
C 3.98760 -13.57307 -14.72560 -0.214
H 4.27025 -16.02223 -15.64645 0.106
C 9.64024 -12.37047 -9.03337 -0.066
H 5.14899 -12.11034 -11.22460 0.053
H 4.38387 -11.82295 -13.41809 0.064
C 6.80044 -17.38189 -9.01830 -0.211
H 2.79672 -15.61190 -9.60655 0.075
H 6.88896 -15.97597 -7.24271 0.094
C 5.16143 -8.74588 -10.43533 -0.232
H 4.22163 -13.19308 -7.22936 0.083
H 4.55169 -13.36390 -10.16078 0.077
C 0.91494 -16.56084 -9.95575 -0.208
H 0.62394 -15.77262 -10.65010 0.066
H 6.25406 -14.08148 -11.47031 0.114
O -1.50332 -17.69137 -10.40011 -0.309
H 5.64254 -10.48465 -10.74961 0.005
H 6.42365 -19.82937 -7.47011 0.056
H -1.23523 -12.67759 -2.77120 0.064
H -2.99368 -14.36603 -12.30588 0.112
H 5.00376 -7.68597 -10.23579 0.117
H -2.06047 -15.19722 -7.85691 0.081
C 4.57441 -13.69143 -8.13229 -0.035
N 7.63910 -13.13799 -10.24934 -0.147
C -0.20746 -18.95748 -13.81401 -0.038
H 2.97752 -12.52369 -12.96245 -0.035
H 5.02708 -20.81193 -7.72806 0.067
C 3.46233 -15.43507 -16.08307 -0.222
H 9.52846 -11.49439 -9.67219 0.063
H 5.55437 -11.70913 -8.79410 0.004
H 7.59296 -11.13361 -9.63997 0.102
C 4.50509 -9.03092 -11.83198 -0.069
H 4.24987 -14.72724 -8.03293 0.075
H -2.40925 -16.37230 -9.20144 0.072
C 2.24345 -10.27252 -8.45873 -0.088
H -3.63434 -14.35494 -9.44165 0.106
H 2.08409 -10.07465 -4.15165 0.110
H 5.33705 -19.47927 -10.04499 0.116
H 10.66163 -12.68331 -9.25010 0.063
C -3.17758 -13.46888 -9.88251 -0.291
H 2.71306 -16.17574 -16.36255 0.093
C 4.04748 -14.86979 -17.41131 -0.089
H 0.66392 -16.61516 -8.89644 0.075
H 2.52578 -12.80418 -2.97198 0.071
H 2.62249 -8.58391 -9.79068 0.104
C 0.73583 -15.63214 -14.52550 -0.061
H 3.26454 -8.26742 -8.24070 0.108
C 7.12019 -16.06222 -8.30441 -0.098
H 4.66623 -14.29266 -14.26766 0.115
N -1.91241 -13.95288 -10.45595 -0.146
H 5.05346 -15.80487 -10.00749 0.077
H 0.77201 -15.23782 -8.62619 -0.009
H -2.40590 -11.59257 -9.40730 0.085
H 0.93941 -16.25046 -15.39976 0.080
H 4.59093 -13.14159 -15.52430 0.108
H 4.66222 -17.17553 -11.04741 0.126
C 5.39594 -19.79144 -7.83130 -0.086
H -0.95093 -19.41639 -14.46575 0.084
C 2.10602 -14.90234 -14.13725 -0.251
H 3.51335 -8.60811 -11.99259 0.070
H 3.03559 -11.57587 -14.41181 0.096
H -3.94460 -13.14252 -10.58484 0.114
H 3.97505 -11.94819 -9.42131 0.084
C 1.83396 -12.92064 -10.72647 -0.206
H 8.18583 -15.85772 -8.40777 0.066
C 1.95653 -11.15479 -4.22331 -0.284
H 6.35266 -14.66246 -9.78115 0.021
H -0.10594 -14.99153 -10.15043 0.036
H 3.40766 -14.03857 -17.70762 0.076
C -1.67982 -15.70417 -8.74359 -0.066
N 5.36726 -17.60999 -9.02560 -0.181
C 6.92621 -11.96339 -9.87447 -0.345
H 8.35066 -14.94377 -12.22253 0.079
H -1.18650 -15.19216 -13.60797 0.071
H 2.92949 -16.93062 -8.55012 0.127
H 3.28030 -11.38220 -2.59482 0.070
H -0.17759 -13.27078 -5.60736 0.074
H -0.19004 -11.61743 -7.57374 0.074
H 2.02445 -15.32127 -7.48366 0.083
H 7.09428 -10.90413 -8.49313 0.066
C 5.30483 -9.62619 -8.18060 -0.189
H 6.57256 -11.32832 -11.90594 0.111
H 4.32908 -10.08263 -12.05786 0.037
H 5.97621 -8.78814 -7.99339 0.123
H 5.66424 -13.70509 -8.11831 0.056
H 2.62812 -15.55300 -13.43570 0.120
H 1.42098 -11.07548 -7.12541 -0.012
H 6.20189 -9.06422 -10.37028 0.112
H -1.09498 -10.20748 -5.54614 0.105
H 9.07869 -14.42080 -9.31326 0.089
C 3.55625 -12.36736 -13.87280 -0.097
H 0.45978 -14.57794 -6.96168 0.079
H 2.45715 -10.69243 -7.47583 0.056
H -0.10660 -19.69113 -13.01419 0.072
H 1.96671 -12.63896 -7.59241 0.086
H -0.87603 -16.30897 -8.32379 0.054
H 7.18985 -17.23557 -10.02581 0.086
H 0.76182 -18.95268 -14.31257 0.087
C 1.17903 -14.69662 -7.77205 -0.065
H 0.76563 -13.12771 -10.78885 0.114
H -2.64611 -12.75535 -7.99569 0.062
C 1.56211 -13.32229 -8.33905 -0.212
H -2.01417 -12.32989 -4.21022 0.057
H -0.03720 -14.87542 -14.65933 0.076
H 8.05364 -13.63721 -8.15549 0.105
H 8.55377 -15.82221 -10.75355 0.056
H -1.67777 -13.98577 -3.83240 0.064
H 2.33904 -11.11918 -9.13853 0.051
C -1.23964 -12.98782 -3.81611 -0.099
H 9.73557 -11.88457 -8.06232 0.063
H -0.43429 -13.90781 -8.94895 0.065
H 4.60899 -9.71833 -7.34669 0.104
H 7.35767 -18.11112 -8.43024 0.111
H 3.91006 -19.07096 -9.06773 0.106
S -0.06339 -17.92109 -10.66095 0.789
C -2.16289 -14.73191 -11.70253 -0.191
C -0.95885 -14.62710 -9.57788 -0.272
H 1.65077 -14.14147 -13.50328 0.029
C 8.53440 -13.49569 -9.12345 -0.201
C 0.36120 -10.82863 -7.06183 -0.138
C 0.07167 -12.83943 -4.63785 -0.199
C 3.13349 -9.07406 -8.96198 -0.163
C 3.88577 -13.03300 -9.36381 -0.190
H 7.32614 -16.22661 -11.87640 0.068
O 0.24810 -17.33204 -12.17950 -0.333
```

**LUMO**: 0.63 eV
**Highest occupied orbital energy**: -7.56 eV
**ΔE to the lowest compared entry with this formula, charge and spin**: 28.542 eV
**Total charge**: 0
**HOMO-LUMO gap**: 8.19 eV

Record 3
Molecular formula: C21H70BO13P
Method: DFT, the ωB97M-V functional and the def2-TZVPD basis

The geometry in XYZ format:
```
106
Properties=species:S:1:pos:R:3:lowdin_charge:R:1
O -5.03950 2.06506 2.10646 -0.075
H 2.44707 -6.11884 3.99591 0.075
H -0.63483 0.04830 -2.40087 0.123
C 4.84576 -2.57670 8.24069 -0.158
H 1.85184 -0.15337 2.46052 0.072
H 0.53984 2.10053 -3.90519 0.055
O 4.94030 -1.87530 5.07304 -0.149
H -3.80209 4.13444 0.63454 0.081
O -4.25987 5.22042 -2.34888 -0.164
H -1.87349 -3.31384 2.43122 0.079
H 2.18597 1.23008 0.36560 0.105
H -3.55171 -3.41645 3.04847 0.072
H -9.88794 0.48666 0.89362 0.077
H -10.34310 -1.23709 0.86749 0.080
H 0.06576 0.53796 2.25395 0.078
O 6.03435 0.20316 -10.49922 -0.148
H -1.53493 -0.86425 0.69009 0.087
H 2.87705 -2.89069 3.37883 0.081
H 5.55412 -3.35129 8.54441 0.079
H -5.33579 0.91853 -1.79728 -0.056
C -2.54392 -3.04572 3.25137 -0.179
H 1.63269 -0.48309 -0.43242 0.115
C 1.72224 2.97555 3.89160 -0.161
O 4.04030 2.21656 -7.78928 -0.143
C -5.57846 -1.06059 0.13042 -0.441
H 3.81673 2.96996 -7.21666 0.088
H -2.67582 6.31521 -3.05317 0.079
H -8.67267 -0.75822 0.46780 0.044
H 6.94320 -1.63743 5.47858 0.072
C 5.36691 2.41662 -8.24133 -0.151
H -6.15092 -1.20734 1.16743 0.092
C 2.12768 -2.77964 4.16607 -0.173
H 0.67553 -5.78712 5.41100 0.078
H 0.19655 -2.84765 4.32505 0.063
H -1.99199 0.95521 -1.45199 0.088
C 0.93439 -0.09533 1.73605 -0.149
H 4.36110 -2.87470 7.30800 0.068
H 1.73103 -0.57531 -6.17425 0.077
C -3.04510 -1.42004 -0.92463 -0.206
H -2.05171 -4.57596 4.33547 0.088
H -2.57211 -1.95852 3.35544 0.080
O 5.53692 -1.35896 8.03172 -0.139
C -1.47688 -1.04616 -0.47861 -0.197
B -4.91462 2.01967 0.61348 -0.622
O -2.06565 -3.61142 4.45781 -0.132
H 1.93471 -7.61401 4.83845 0.074
H 6.04320 2.45443 -7.38375 0.079
H -0.09700 3.45550 -2.93674 0.070
H 3.31483 0.19484 -6.50041 0.068
H 6.32369 -0.74098 4.05713 0.076
H 5.52789 1.85606 -11.60159 0.080
H -5.14730 5.39470 -1.99172 0.088
C -3.91276 3.17969 -0.05114 -0.098
H 3.36399 -6.71147 5.40568 0.081
H -8.47385 -0.01386 2.62587 0.077
H -0.53666 1.97128 0.17011 0.101
C 2.36886 -6.61917 4.96431 -0.164
H 4.54829 0.39813 -11.90857 0.079
O 2.28638 0.91706 -4.87154 -0.144
H -0.33369 3.42918 -4.71191 0.077
H -3.60828 7.07301 -1.73573 0.079
H 4.71673 -1.12190 5.64566 0.077
H 1.79172 3.57284 4.80411 0.073
H -5.96615 -1.84803 -0.67388 0.100
H -0.76763 -1.97974 -0.70139 0.122
H 6.04829 -0.76138 -10.62156 0.090
H 4.08709 -2.43784 9.01489 0.078
H 5.95642 -1.11986 8.87571 0.086
H -2.81359 2.77895 -0.23758 0.063
H -4.28956 6.99442 -3.39030 0.077
H 0.56367 1.94070 -1.36144 0.096
H -3.63295 -0.67933 1.26445 0.101
O 1.55124 -5.85190 5.82863 -0.139
H 1.11044 3.49425 3.14953 0.076
H -4.20305 1.66069 2.49141 0.100
H -3.44388 -0.67006 -1.76240 0.096
C -0.27698 2.81941 -3.80694 -0.165
P -5.88338 0.73609 -0.44802 0.901
H 1.80303 1.06982 -6.85821 0.079
H 2.72418 2.81504 3.48666 0.081
O 1.14013 1.72024 4.19095 -0.158
O -9.18732 -0.65253 2.45692 -0.136
C -1.01070 0.29320 -1.30128 -0.217
H 5.42369 3.35088 -8.80520 0.076
H 2.29469 -3.53821 4.93478 0.061
H -2.19830 2.77784 -3.55007 0.081
O 0.83999 -2.95162 3.60348 -0.153
H 6.55057 -2.50748 3.97250 0.080
C 2.28565 0.36631 -6.17573 -0.167
H 6.22651 0.50074 -12.52581 0.076
H 0.25270 1.89452 4.54811 0.085
H 0.46746 -1.17961 1.58432 0.060
H -3.06631 -2.49204 -1.44850 0.114
C 1.29731 0.44748 0.21833 -0.239
C -9.54064 -0.53032 1.09146 -0.173
C -4.00815 -1.43696 0.42201 -0.273
H 2.72049 0.27109 -4.28866 0.087
H -3.86309 -2.52336 0.89518 0.105
O -1.49247 2.11438 -3.63438 -0.148
C 6.26691 -1.67524 4.62099 -0.152
C 0.07207 1.24717 -0.52323 -0.215
C -3.67776 6.47572 -2.64823 -0.151
H -4.30776 3.52574 -1.11046 0.044
H 2.20545 -1.78062 4.60188 0.070
C 5.55608 0.76886 -11.70566 -0.157
H 5.65057 1.58439 -8.88983 0.051
```

**LUMO**: 0.32 eV
**Highest occupied orbital energy**: -8.43 eV
**Total charge**: 0
**HOMO-LUMO gap**: 8.75 eV

Question: Which formula does entry 1 have?
Answer: C4H7NO

Question: Which of these has the lowest HOMO-LUMO gap?
Answer: C45H113N7O3S